# 1
66
Properties=species:S:1:pos:R:3:lowdin_charge:R:1 method="wB97M-V/def2-TZVPD" total_charge=+1 homo_energy_ha=-0.31510 e_above_lowest_ev=0.059
Ir -0.54 -0.64 0.64 0.63
C 2.25 1.03 3.96 -0.13
C 1.55 0.18 2.94 -0.77
S -0.04 0.75 2.44 0.57
C 2.08 -0.95 2.46 -0.75
C 3.43 -1.46 2.89 -0.13
S 1.25 -1.96 1.27 0.59
H 1.67 1.92 4.21 0.05
H 3.23 1.36 3.60 0.08
H 2.42 0.48 4.89 0.08
H 3.51 -1.50 3.97 0.08
H 4.23 -0.81 2.52 0.08
H 3.61 -2.46 2.50 0.06
C -3.78 -2.21 3.46 -0.02
C -2.70 -1.85 2.55 -0.14
N -1.86 -1.59 1.83 -0.03
H -3.63 -3.22 3.83 0.10
H -4.73 -2.15 2.93 0.10
H -3.79 -1.52 4.30 0.10
N 0.74 0.39 -0.48 -0.04
C 1.50 1.01 -1.09 -0.18
N 2.35 1.73 -1.75 -0.08
C 2.42 1.71 -3.22 -0.13
C 2.24 3.12 -3.76 -0.18
C 3.23 4.08 -3.10 -0.20
C 3.10 4.05 -1.58 -0.17
C 3.29 2.63 -1.06 -0.12
H 1.66 1.02 -3.59 0.13
H 3.40 1.32 -3.50 0.13
H 1.22 3.45 -3.56 0.12
H 2.37 3.11 -4.84 0.12
H 3.06 5.10 -3.47 0.11
H 4.25 3.81 -3.38 0.12
H 2.11 4.41 -1.28 0.12
H 3.84 4.70 -1.11 0.12
H 3.11 2.55 0.01 0.13
H 4.30 2.28 -1.27 0.13
O -2.23 0.69 0.16 -0.71
S -1.91 2.16 -0.16 0.95
C -3.32 2.64 -1.21 -0.29
C -4.09 3.74 -0.47 -0.23
C -4.00 3.39 1.01 -0.22
C -2.52 3.11 1.26 -0.32
H -3.90 1.72 -1.29 0.10
H -2.95 2.92 -2.19 0.09
H -5.12 3.79 -0.83 0.12
H -3.63 4.71 -0.66 0.12
H -4.59 2.50 1.22 0.12
H -4.36 4.20 1.65 0.12
H -2.29 2.51 2.14 0.06
H -1.92 4.02 1.30 0.10
S -1.21 -1.87 -1.35 0.64
C -0.94 -3.56 -1.18 -0.77
N -1.14 -4.33 -2.26 0.01
C -1.01 -5.78 -2.26 -0.16
C 0.00 -6.19 -1.20 -0.16
C -0.36 -5.55 0.12 -0.15
N -0.56 -4.12 -0.05 0.00
H -1.49 -3.86 -3.08 0.12
H -0.66 -6.08 -3.25 0.13
H -1.98 -6.25 -2.09 0.13
H 1.00 -5.88 -1.50 0.13
H 0.00 -7.28 -1.10 0.12
H 0.44 -5.69 0.85 0.13
H -1.27 -6.00 0.53 0.13
H -0.38 -3.51 0.73 -0.01


# 2
64
Properties=species:S:1:pos:R:3:lowdin_charge:R:1 method="wB97M-V/def2-TZVPD" homo_energy_ha=-0.34556 smiles="CC1(C)CCC[C@@H](C(=O)NC[C@@H]2CC[C@]3(CO2)C[C@H](NC(=O)CS(N)(=O)=O)C3)C1" e_above_lowest_ev=0.001
C -2.96 3.04 2.89 -0.06
C -2.42 4.04 1.87 -0.56
C -3.54 5.01 1.50 -0.04
C -1.22 4.78 2.48 -0.16
C -0.48 5.66 1.47 -0.18
C -0.04 4.85 0.26 -0.15
C -1.23 4.14 -0.40 -0.22
C -0.74 3.44 -1.66 -0.46
O -0.24 4.08 -2.57 0.06
N -0.90 2.09 -1.73 0.09
C -0.30 1.34 -2.81 -0.12
C 1.16 1.03 -2.55 -0.33
C 1.83 0.32 -3.72 -0.12
C 3.26 -0.07 -3.35 -0.13
C 3.27 -0.86 -2.05 -0.42
C 2.53 -0.06 -0.98 -0.14
O 1.21 0.23 -1.38 -0.09
C 2.77 -2.32 -2.12 -0.04
C 3.95 -2.73 -1.21 -0.27
N 4.62 -3.95 -1.55 0.11
C 5.67 -4.39 -0.82 -0.53
O 6.04 -3.86 0.21 0.08
C 6.35 -5.66 -1.31 -0.15
S 6.86 -5.65 -3.01 0.57
N 7.78 -4.30 -3.12 -0.05
O 7.69 -6.80 -3.21 -0.29
O 5.69 -5.42 -3.83 -0.31
C 4.63 -1.38 -1.54 -0.04
C -1.94 3.26 0.63 -0.13
H -2.19 2.32 3.18 0.08
H -3.29 3.55 3.79 0.09
H -3.81 2.48 2.49 0.09
H -3.23 5.77 0.79 0.07
H -4.39 4.47 1.06 0.09
H -3.90 5.52 2.39 0.09
H -1.57 5.38 3.32 0.12
H -0.52 4.04 2.88 0.12
H -1.12 6.48 1.14 0.11
H 0.39 6.12 1.95 0.11
H 0.46 5.48 -0.48 0.12
H 0.69 4.09 0.57 0.13
H -1.92 4.91 -0.76 0.15
H -1.15 1.59 -0.89 0.12
H -0.84 0.40 -2.93 0.13
H -0.39 1.92 -3.72 0.13
H 1.69 1.98 -2.35 0.16
H 1.25 -0.58 -3.96 0.13
H 1.81 0.97 -4.60 0.13
H 3.72 -0.66 -4.15 0.12
H 3.86 0.84 -3.23 0.13
H 2.47 -0.62 -0.05 0.14
H 3.08 0.87 -0.78 0.14
H 1.76 -2.53 -1.77 0.12
H 2.90 -2.73 -3.13 0.12
H 3.66 -2.77 -0.16 0.15
H 4.46 -4.37 -2.46 0.11
H 7.24 -5.82 -0.71 0.11
H 5.69 -6.53 -1.22 0.12
H 8.77 -4.50 -3.22 0.08
H 7.43 -3.64 -3.81 0.08
H 5.35 -1.49 -2.36 0.12
H 5.11 -0.85 -0.71 0.12
H -1.26 2.48 0.97 0.13
H -2.80 2.76 0.17 0.13


# 3
67
Properties=species:S:1:pos:R:3:lowdin_charge:R:1 method="wB97M-V/def2-TZVPD" total_charge=+4 homo_energy_ha="-0.72259 / -0.72285" spin_multiplicity=9 e_above_lowest_ev=0.479
I 3.75 -1.30 -2.66 0.23
I 3.71 1.48 -2.63 0.19
Eu -0.16 1.33 -1.62 1.32
Au -0.51 -1.52 -1.96 0.79
S 0.41 -0.10 -3.77 0.46
C -1.56 -2.64 -3.12 -0.18
C -1.16 -2.62 -0.47 -0.16
C -0.56 0.07 -5.26 -0.90
C -0.03 1.35 -5.94 -0.06
C -2.07 0.08 -5.14 -0.06
C -0.02 -1.20 -5.96 -0.11
C -1.23 2.96 -0.40 -0.09
C -1.65 2.90 -3.27 -0.02
O -1.49 -3.37 0.32 0.22
O -2.12 -3.36 -3.78 0.28
O -1.53 3.79 0.32 0.20
O -2.23 3.65 -3.91 0.20
H -0.41 1.35 -6.96 0.13
H 1.07 1.34 -5.95 0.10
H -0.36 2.25 -5.42 0.06
H -2.46 0.08 -6.16 0.13
H -2.44 0.97 -4.62 0.05
H -2.44 -0.81 -4.62 0.06
H -0.40 -1.19 -6.96 0.11
H -0.36 -2.09 -5.43 0.06
H 1.07 -1.17 -5.95 0.09
C 3.21 -1.09 1.36 -0.08
C 1.87 -1.49 1.91 -0.58
C 1.33 -2.67 1.16 -0.12
C 1.99 -1.96 3.37 -0.04
P 0.50 -0.03 1.52 1.16
N 0.57 0.09 -0.10 -0.48
C -1.20 -0.61 3.03 -0.37
C -0.84 0.14 4.33 -0.04
C -2.56 -0.38 2.37 -0.05
C -1.22 -2.05 3.49 -0.07
C 0.46 2.04 2.16 -0.49
C 1.28 2.66 1.01 -0.13
C -1.03 2.31 2.35 -0.14
C 1.16 2.57 3.40 -0.04
H 3.84 -2.00 1.41 0.13
H 3.69 -0.30 1.95 0.11
H 3.15 -0.79 0.30 0.00
H 1.96 -3.55 1.32 0.14
H 0.34 -2.92 1.53 0.04
H 1.30 -2.47 0.07 0.04
H 2.12 -1.16 4.10 0.10
H 1.18 -2.62 3.67 0.07
H 2.90 -2.59 3.39 0.13
H -0.84 1.22 4.39 0.06
H -1.61 -0.21 5.02 0.14
H 0.14 -0.21 4.69 0.10
H -2.69 -1.02 1.47 0.09
H -3.27 -0.76 3.12 0.13
H -2.90 0.61 2.11 0.07
H -1.32 -2.81 2.73 0.08
H -0.43 -2.29 4.20 0.09
H -2.15 -2.08 4.09 0.14
H 1.12 2.34 -0.02 -0.05
H 1.17 3.76 1.06 0.13
H 2.36 2.44 1.15 0.12
H -1.56 1.96 3.22 0.07
H -1.15 3.41 2.40 0.13
H -1.63 1.86 1.54 0.03
H 0.90 2.12 4.35 0.08
H 2.25 2.64 3.30 0.11
H 0.79 3.63 3.43 0.14


# 4
69
Properties=species:S:1:pos:R:3:lowdin_charge:R:1 method="wB97M-V/def2-TZVPD" total_charge=-1 homo_energy_ha=-0.19289
C -1.49 0.39 0.82 -0.13
C -2.45 1.24 0.49 -0.28
Ga -4.09 2.45 -0.01 0.22
C -5.88 1.44 0.46 -0.28
C -6.86 0.55 0.73 -0.11
H -0.91 -0.59 1.03 0.00
H -4.09 3.83 0.84 -0.12
H -4.09 2.81 -1.57 -0.09
H -7.56 -0.37 0.62 0.01
C -6.08 0.13 7.18 -0.07
C -7.40 0.85 7.40 -0.23
O -7.46 2.06 6.64 0.02
C -7.73 1.90 5.33 -0.58
O -7.92 0.85 4.76 0.12
O -7.71 3.12 4.76 -0.01
C -7.88 3.09 3.34 -0.04
H -5.24 0.79 7.37 0.08
H -6.00 -0.75 7.83 0.07
H -5.99 -0.21 6.14 0.08
H -7.48 1.13 8.46 0.12
H -8.25 0.20 7.18 0.12
H -8.78 2.53 3.06 0.09
H -7.00 2.66 2.86 0.07
H -8.00 4.12 2.99 0.09
C 2.37 -0.08 -1.02 -0.07
C 1.93 -1.52 -1.19 -0.21
O 3.06 -2.39 -1.37 0.03
C 3.75 -2.69 -0.25 -0.58
O 3.49 -2.30 0.87 0.12
O 4.79 -3.47 -0.60 -0.01
C 5.66 -3.78 0.48 -0.05
H 3.01 0.23 -1.85 0.08
H 1.51 0.59 -0.97 0.08
H 2.95 0.05 -0.10 0.07
H 1.32 -1.61 -2.09 0.12
H 1.32 -1.86 -0.35 0.12
H 5.11 -4.21 1.33 0.10
H 6.20 -2.89 0.79 0.10
H 6.38 -4.52 0.13 0.08
C -4.27 5.99 -7.21 -0.07
C -3.17 5.14 -6.59 -0.22
O -3.54 4.68 -5.29 0.03
C -4.40 3.65 -5.27 -0.58
O -4.87 3.09 -6.23 0.10
O -4.67 3.37 -3.98 -0.03
C -5.66 2.35 -3.81 -0.06
H -4.54 6.81 -6.53 0.08
H -3.94 6.42 -8.16 0.07
H -5.17 5.40 -7.38 0.07
H -2.26 5.75 -6.47 0.12
H -2.90 4.30 -7.24 0.12
H -5.40 1.45 -4.37 0.10
H -6.63 2.73 -4.12 0.10
H -5.71 2.10 -2.75 0.04
C 10.80 -6.13 -1.46 -0.07
C 9.75 -5.05 -1.27 -0.22
O 9.62 -4.71 0.12 0.02
C 10.58 -3.91 0.61 -0.58
O 11.52 -3.46 0.00 0.12
O 10.33 -3.71 1.92 0.00
C 11.33 -2.96 2.59 -0.05
H 10.59 -6.99 -0.83 0.08
H 10.84 -6.45 -2.51 0.08
H 11.79 -5.76 -1.19 0.07
H 8.77 -5.44 -1.59 0.12
H 9.96 -4.16 -1.87 0.13
H 11.52 -2.01 2.09 0.10
H 12.25 -3.54 2.67 0.10
H 10.97 -2.74 3.60 0.09


E_tot: -76983.1963 -46852.5837 -90300.5673 -98266.1464 (eV)
Max |F|: 0.41 0.02 7.57 8.40 (eV Å⁻¹)